# 1
Molecular formula: C27H53F2N3O24S2Zn
Method: DFT, ωB97M-V with the def2-TZVPD basis set

Results
ΔE to the lowest compared entry with this formula, charge and spin in kJ/mol: 0.00
2S+1: 1
Charge: 0

Geometry (Å):
Zn: -0.50 1.98 -2.52
N: -0.10 0.32 -1.48
S: 0.19 -1.17 -1.99
O: -0.79 -2.13 -1.60
O: 1.57 -1.47 -1.92
F: -0.14 -1.01 -3.53
S: -0.16 0.03 0.17
O: 0.70 -0.96 0.68
O: -1.47 0.14 0.70
F: 0.48 1.42 0.61
C: -0.90 3.12 -6.26
C: -0.67 2.73 -4.84
O: -0.66 3.57 -3.90
O: -0.57 1.49 -4.55
H: -1.39 2.32 -6.80
H: 0.09 3.29 -6.70
H: -1.43 4.07 -6.37
C: -3.66 -2.93 -0.38
O: -4.66 -3.24 0.56
C: -4.58 -2.54 1.77
C: -3.25 -2.51 2.47
O: -2.90 -3.78 2.94
C: -1.60 -3.75 3.49
C: -1.23 -5.09 4.07
O: -2.13 -5.43 5.08
C: -1.87 -6.70 5.63
H: -2.65 -3.17 -0.04
H: -3.73 -1.86 -0.66
H: -3.86 -3.50 -1.28
H: -5.34 -2.96 2.43
H: -4.89 -1.48 1.63
H: -3.26 -1.77 3.28
H: -2.49 -2.14 1.76
H: -1.58 -3.00 4.29
H: -0.90 -3.47 2.70
H: -0.22 -4.97 4.47
H: -1.30 -5.84 3.27
H: -2.33 -6.75 6.61
H: -0.79 -6.90 5.69
H: -2.32 -7.48 4.99
C: -0.52 1.76 3.90
O: 0.66 1.10 4.30
C: 0.65 -0.24 4.32
O: -0.23 -0.93 3.86
O: 1.82 -0.65 4.79
C: 1.98 -2.05 4.92
H: -0.60 1.96 2.83
H: -0.51 2.70 4.45
H: -1.45 1.26 4.19
H: 1.35 -2.44 5.71
H: 3.03 -2.23 5.16
H: 1.82 -2.57 3.97
C: -0.08 5.95 -1.17
O: -0.54 5.35 0.05
C: -0.90 4.07 -0.02
O: -0.70 3.37 -0.97
O: -1.53 3.64 1.05
C: -1.75 4.52 2.16
H: 0.48 5.24 -1.77
H: 0.58 6.76 -0.88
H: -0.93 6.29 -1.76
H: -2.26 3.93 2.91
H: -2.33 5.38 1.84
H: -0.82 4.90 2.58
C: 3.73 0.31 0.54
O: 4.21 -0.44 1.64
C: 5.38 -0.09 2.19
O: 6.32 0.36 1.62
O: 5.35 -0.40 3.49
C: 6.48 0.01 4.23
H: 2.83 0.82 0.89
H: 3.55 -0.29 -0.35
H: 4.45 1.10 0.30
H: 7.31 -0.69 4.12
H: 6.14 0.07 5.26
H: 6.82 1.00 3.93
C: 2.77 1.00 -4.49
O: 3.50 1.59 -3.41
C: 2.86 2.23 -2.49
O: 1.64 2.36 -2.38
O: 3.72 2.75 -1.64
C: 3.18 3.62 -0.65
H: 2.24 1.76 -5.06
H: 2.03 0.31 -4.08
H: 3.44 0.42 -5.11
H: 3.99 4.25 -0.29
H: 2.72 3.06 0.16
H: 2.43 4.28 -1.08
C: -4.19 1.71 0.00
O: -4.63 1.24 -1.27
C: -3.81 1.38 -2.28
O: -2.69 1.84 -2.22
O: -4.42 0.98 -3.38
C: -3.70 1.12 -4.58
H: -3.65 2.65 -0.09
H: -3.52 0.99 0.47
H: -5.08 1.79 0.62
H: -4.29 0.64 -5.36
H: -2.71 0.66 -4.56
H: -3.56 2.16 -4.88
C: 4.00 -3.24 -0.27
C: 3.94 -4.61 -0.76
N: 3.88 -5.70 -1.13
H: 3.29 -3.09 0.54
H: 3.63 -2.66 -1.12
H: 5.00 -2.90 -0.02
C: -1.17 -1.50 -6.21
C: 0.13 -1.00 -6.59
N: 1.14 -0.55 -6.87
H: -1.17 -2.55 -5.93
H: -1.88 -1.34 -7.03
H: -1.52 -0.92 -5.36

# 2
Molecular formula: C27H54Br9Cl4O3P
Method: DFT, ωB97M-V with the def2-TZVPD basis set

Results
2S+1: 1
Charge: 0

Geometry (Å):
C: 6.24 3.63 -3.01
C: 5.36 2.32 -3.17
C: 4.35 2.06 -2.03
C: 3.58 0.70 -2.16
P: 2.13 0.39 -0.99
C: 0.72 1.43 -1.50
C: 0.97 2.93 -1.48
C: -0.38 3.62 -1.66
C: -1.19 3.42 -2.89
C: 2.77 0.76 0.69
C: 3.97 -0.02 1.14
C: 4.40 -0.04 2.60
C: 4.94 1.35 3.07
C: 1.77 -1.40 -1.22
C: 1.11 -1.78 -2.59
C: 0.91 -3.29 -2.88
C: -0.12 -4.02 -1.98
H: 7.07 3.48 -2.32
H: 5.59 4.48 -2.83
H: 6.71 3.86 -3.97
H: 6.05 1.48 -3.22
H: 4.84 2.28 -4.12
H: 3.68 2.92 -1.98
H: 4.85 2.10 -1.06
H: 4.23 -0.09 -1.80
H: 3.24 0.60 -3.19
H: -0.06 1.08 -0.83
H: 0.42 1.11 -2.50
H: 1.57 3.22 -2.34
H: 1.39 3.15 -0.50
H: -0.22 4.70 -1.54
H: -1.07 3.36 -0.85
H: -1.60 2.41 -2.82
H: -0.65 3.53 -3.83
H: -2.07 4.06 -2.92
H: 1.97 0.30 1.26
H: 2.98 1.82 0.87
H: 4.84 0.21 0.53
H: 3.84 -1.07 0.89
H: 5.20 -0.76 2.75
H: 3.52 -0.23 3.21
H: 5.10 1.37 4.14
H: 4.23 2.14 2.84
H: 5.93 1.69 2.74
H: 1.13 -1.77 -0.42
H: 2.68 -2.00 -1.15
H: 1.66 -1.42 -3.46
H: 0.10 -1.39 -2.75
H: 1.90 -3.73 -2.81
H: 0.65 -3.42 -3.93
H: 0.14 -3.96 -0.92
H: -0.18 -5.09 -2.15
H: -1.13 -3.65 -2.13
C: -2.69 0.09 1.94
C: -1.15 0.37 1.95
O: -0.48 -0.59 1.18
H: -3.25 0.83 2.52
H: -2.92 -0.88 2.37
H: -3.16 0.05 0.96
H: -0.73 0.26 2.95
H: -0.97 1.37 1.56
O: -4.40 1.87 -3.97
C: -4.05 0.87 -3.30
O: -3.39 0.83 -2.09
C: -3.09 -0.53 -1.71
C: -3.27 -1.39 -2.96
C: -4.17 -0.54 -3.82
H: -3.83 -0.79 -0.95
H: -2.05 -0.55 -1.40
H: -3.69 -2.36 -2.72
H: -2.31 -1.65 -3.41
H: -5.23 -0.81 -3.76
H: -3.88 -0.64 -4.86
C: 1.36 -3.11 3.07
Cl: 0.59 -4.40 3.97
Cl: 3.03 -3.49 2.67
H: 0.74 -2.91 2.19
H: 1.30 -2.26 3.76
C: -2.36 -3.36 1.42
Cl: -1.59 -4.95 1.18
Cl: -3.76 -3.35 2.51
H: -1.58 -2.77 1.90
H: -2.63 -3.06 0.40
C: -2.83 -2.10 5.91
Br: -1.38 -0.79 5.95
Br: -4.13 -1.87 7.38
Br: -2.12 -3.97 5.87
H: -3.44 -1.99 5.01
C: -6.00 -0.80 1.04
Br: -7.43 -0.96 2.41
Br: -6.11 1.01 0.27
Br: -6.24 -2.24 -0.24
H: -5.04 -1.01 1.50
C: -4.35 2.77 4.74
Br: -5.58 1.21 5.16
Br: -2.45 2.42 5.13
Br: -4.90 4.38 5.80
H: -4.45 2.96 3.67

# 3
Molecular formula: C27H54FIN4O5S
Method: DFT, ωB97M-V with the def2-TZVPD basis set

Results
SMILES: [H]/N=C(\C)C[C@@H]1[C@](C[C@H](O)CN)(C[C@H](C)I)OS(=O)(=O)[C@@](C)(COC)[C@]1(CCF)N=C(C)C.CCN(CC)CC
2S+1: 1
Charge: 0

Geometry (Å):
C: 0.01 -5.75 -0.78
O: -0.23 -4.88 0.34
C: -1.22 -3.91 -0.07
C: -1.61 -2.90 1.06
C: -1.59 -3.87 2.34
C: -0.60 -1.64 1.23
C: 0.77 -1.80 0.50
C: 0.91 -1.57 -1.02
F: 1.37 -2.78 -1.64
N: -0.40 -1.61 2.68
C: 0.66 -1.79 3.34
C: 0.82 -0.86 4.64
C: 1.82 -2.85 3.30
C: -1.27 -0.22 0.86
C: -1.38 0.75 2.11
C: -0.01 1.46 2.41
C: -0.08 2.85 3.19
N: 1.13 1.03 2.05
C: -2.53 -0.22 -0.06
C: -3.04 1.25 -0.40
C: -1.88 2.21 -0.90
C: -1.58 3.45 0.04
I: -2.56 3.11 -2.81
C: -2.46 -0.90 -1.47
C: -3.83 -1.22 -2.19
O: -3.77 -2.55 -2.75
C: -4.10 -0.27 -3.45
N: -5.14 -0.96 -4.28
O: -3.64 -0.80 0.68
S: -3.41 -2.41 1.00
O: -4.19 -3.28 0.05
O: -4.11 -2.60 2.32
H: 0.91 -6.36 -0.55
H: -0.90 -6.40 -0.96
H: 0.25 -5.16 -1.71
H: -0.84 -3.48 -1.03
H: -2.11 -4.55 -0.35
H: -2.18 -4.77 2.05
H: -0.54 -4.13 2.63
H: -2.03 -3.41 3.25
H: 1.60 -1.18 0.95
H: 1.11 -2.86 0.69
H: 1.74 -0.84 -1.25
H: 0.03 -1.23 -1.61
H: 1.64 -0.13 4.51
H: -0.15 -0.34 4.84
H: 0.97 -1.57 5.50
H: 2.45 -2.76 2.37
H: 1.47 -3.91 3.35
H: 2.55 -2.73 4.14
H: -0.47 0.30 0.25
H: -2.03 1.65 1.90
H: -1.87 0.31 3.00
H: -1.08 3.32 3.01
H: 0.20 2.75 4.26
H: 0.67 3.50 2.66
H: 1.85 1.69 2.37
H: -3.83 1.25 -1.18
H: -3.53 1.73 0.49
H: -0.94 1.69 -1.19
H: -2.28 3.50 0.92
H: -0.56 3.27 0.48
H: -1.54 4.43 -0.48
H: -1.86 -1.84 -1.55
H: -1.94 -0.17 -2.16
H: -4.73 -1.13 -1.55
H: -3.18 -2.46 -3.51
H: -4.58 0.69 -3.12
H: -3.18 -0.06 -4.04
H: -5.66 -0.24 -4.79
H: -5.84 -1.36 -3.65
C: 6.40 2.55 -1.70
C: 4.98 2.18 -1.30
N: 4.24 3.27 -0.68
C: 3.02 2.85 -0.03
C: 1.91 2.26 -0.90
C: 4.15 4.50 -1.46
C: 3.52 4.41 -2.86
H: 6.95 2.97 -0.86
H: 6.93 1.66 -2.04
H: 6.41 3.27 -2.52
H: 5.06 1.36 -0.57
H: 4.45 1.77 -2.17
H: 2.60 3.69 0.54
H: 3.28 2.10 0.73
H: 1.40 3.02 -1.49
H: 1.15 1.79 -0.27
H: 2.28 1.49 -1.58
H: 5.16 4.91 -1.57
H: 3.61 5.25 -0.88
H: 3.91 3.57 -3.43
H: 3.75 5.32 -3.42
H: 2.44 4.33 -2.81

# 4
Molecular formula: C27H54O17
Method: DFT, ωB97M-V with the def2-TZVPD basis set

Results
ΔE to the lowest compared entry with this formula, charge and spin in kJ/mol: 0.00
SMILES: COC(=O)OC.COC(=O)OC.COC(=O)OC.COC(=O)OC.CC(C)=O.CC(C)=O.CC(C)=O.CC(C)=O.CC(C)=O
2S+1: 1
Charge: 0

Geometry (Å):
C: -2.98 -2.88 2.35
O: -3.77 -2.18 1.40
C: -4.04 -2.83 0.27
O: -3.79 -3.98 0.03
O: -4.62 -1.96 -0.55
C: -4.99 -2.43 -1.83
H: -3.56 -3.70 2.81
H: -2.71 -2.23 3.18
H: -2.09 -3.36 1.95
H: -5.57 -1.65 -2.32
H: -5.58 -3.34 -1.75
H: -4.14 -2.61 -2.49
C: 1.94 1.67 0.81
O: 1.47 0.34 0.92
C: 0.47 -0.01 0.12
O: -0.17 0.72 -0.59
O: 0.32 -1.33 0.23
C: -0.76 -1.96 -0.45
H: 2.15 1.90 -0.24
H: 2.83 1.82 1.40
H: 1.21 2.42 1.11
H: -1.10 -2.82 0.13
H: -0.38 -2.35 -1.39
H: -1.59 -1.27 -0.61
C: -0.55 3.80 -1.06
O: -0.38 4.12 -2.43
C: -1.37 3.99 -3.29
O: -2.48 3.60 -3.02
O: -0.96 4.44 -4.47
C: -1.96 4.51 -5.49
H: -0.51 4.72 -0.47
H: 0.21 3.10 -0.75
H: -1.50 3.29 -0.90
H: -1.44 4.66 -6.43
H: -2.60 5.38 -5.35
H: -2.57 3.61 -5.45
C: 1.00 1.83 -6.07
O: 1.85 1.95 -4.95
C: 2.25 3.18 -4.64
O: 2.06 4.16 -5.32
O: 2.87 3.13 -3.47
C: 3.35 4.34 -2.92
H: 0.13 2.48 -6.00
H: 0.70 0.79 -6.16
H: 1.56 2.07 -6.98
H: 2.79 4.58 -2.02
H: 3.34 5.18 -3.61
H: 4.40 4.19 -2.64
C: -1.62 3.31 4.70
C: -0.56 2.42 4.13
O: 0.34 2.86 3.44
C: -0.53 0.97 4.59
H: -1.38 4.36 4.55
H: -1.70 3.07 5.76
H: -2.56 3.02 4.22
H: -1.54 0.57 4.45
H: -0.18 0.96 5.62
H: 0.13 0.41 3.94
C: 1.13 -6.19 -4.32
C: 0.98 -4.94 -3.49
O: 1.17 -4.98 -2.29
C: 0.62 -3.63 -4.15
H: 0.66 -6.09 -5.30
H: 0.64 -7.00 -3.78
H: 2.18 -6.47 -4.44
H: 1.52 -3.04 -4.34
H: -0.04 -3.10 -3.47
H: 0.14 -3.79 -5.12
C: 4.72 -0.02 3.57
C: 6.03 -0.45 4.23
O: 6.71 -1.28 3.67
C: 6.39 0.10 5.57
H: 4.05 -0.85 3.81
H: 4.82 0.07 2.50
H: 4.34 0.88 4.06
H: 7.46 0.07 5.77
H: 5.84 -0.43 6.35
H: 6.03 1.13 5.66
C: 1.46 -4.23 1.17
C: 1.00 -3.59 2.47
O: -0.01 -3.99 3.01
C: 1.93 -2.61 3.13
H: 2.25 -4.95 1.38
H: 1.88 -3.40 0.59
H: 0.66 -4.73 0.64
H: 1.60 -2.40 4.14
H: 1.82 -1.68 2.56
H: 2.98 -2.89 3.13
C: -5.24 0.66 2.06
C: -3.94 1.42 2.13
O: -3.77 2.34 2.91
C: -2.85 0.98 1.19
H: -5.12 -0.33 2.51
H: -5.54 0.53 1.02
H: -6.02 1.18 2.62
H: -2.67 -0.10 1.14
H: -1.93 1.46 1.53
H: -3.00 1.30 0.16

# 5
Molecular formula: C27H54O9
Method: DFT, ωB97M-V with the def2-TZVPD basis set

Results
ΔE to the lowest compared entry with this formula, charge and spin in kJ/mol: 346.25
SMILES: CC(C)=O.CC(C)=O.CC(C)=O.CC(C)=O.CC(C)=O.CC(C)=O.CC(C)=O.CC(C)=O.CC(C)=O
2S+1: 1
Charge: 0

Geometry (Å):
C: 10.26 3.96 -5.60
C: 10.68 5.07 -4.69
O: 10.01 5.43 -3.70
C: 11.94 5.81 -5.01
H: 9.59 3.28 -5.06
H: 11.13 3.37 -5.87
H: 9.89 4.31 -6.56
H: 12.35 6.36 -4.16
H: 11.65 6.50 -5.81
H: 12.74 5.13 -5.29
C: 13.90 0.99 -3.23
C: 15.38 1.25 -3.44
O: 15.94 0.95 -4.49
C: 16.18 1.96 -2.39
H: 13.52 1.95 -2.89
H: 13.63 0.30 -2.42
H: 13.28 0.71 -4.08
H: 16.65 2.90 -2.66
H: 16.97 1.27 -2.07
H: 15.63 2.17 -1.47
C: 5.44 5.18 -7.65
C: 4.52 4.18 -8.33
O: 3.92 3.36 -7.69
C: 4.36 4.16 -9.82
H: 5.75 6.04 -8.23
H: 6.42 4.72 -7.51
H: 5.04 5.64 -6.74
H: 3.95 5.11 -10.18
H: 3.66 3.39 -10.14
H: 5.38 3.94 -10.14
C: 8.79 11.28 -5.90
C: 9.15 12.46 -4.94
O: 8.91 12.41 -3.76
C: 9.53 13.83 -5.50
H: 9.52 10.47 -5.92
H: 8.58 11.69 -6.89
H: 7.84 10.80 -5.66
H: 10.35 14.22 -4.90
H: 8.73 14.57 -5.47
H: 9.79 13.73 -6.55
C: 8.02 -2.79 -5.93
C: 8.35 -1.38 -6.17
O: 9.42 -0.93 -5.75
C: 7.27 -0.51 -6.78
H: 8.09 -3.34 -6.87
H: 7.06 -2.86 -5.42
H: 8.72 -3.27 -5.26
H: 7.42 0.44 -6.27
H: 6.27 -0.89 -6.56
H: 7.47 -0.41 -7.85
C: 11.21 2.73 -11.70
C: 10.39 3.97 -11.33
O: 9.13 4.10 -11.44
C: 11.19 5.04 -10.64
H: 12.01 2.59 -10.98
H: 11.69 3.09 -12.61
H: 10.69 1.83 -12.03
H: 11.98 5.46 -11.28
H: 11.67 4.74 -9.71
H: 10.60 5.96 -10.60
C: 18.05 8.15 -0.87
C: 16.56 7.93 -1.21
O: 16.02 6.81 -1.02
C: 15.72 9.16 -1.63
H: 18.51 7.16 -0.96
H: 18.16 8.63 0.10
H: 18.56 8.79 -1.59
H: 15.11 9.35 -0.74
H: 15.06 8.82 -2.42
H: 16.41 9.97 -1.87
C: 5.71 0.69 0.30
C: 5.64 1.65 -0.92
O: 4.72 2.50 -1.07
C: 6.78 1.74 -1.84
H: 6.70 0.22 0.29
H: 4.89 0.00 0.07
H: 5.49 1.16 1.26
H: 6.49 1.74 -2.89
H: 7.47 0.91 -1.71
H: 7.28 2.70 -1.69
C: 11.35 9.04 0.86
C: 10.91 10.43 1.36
O: 9.78 10.62 1.71
C: 11.92 11.58 1.28
H: 12.33 8.69 1.19
H: 11.31 8.99 -0.23
H: 10.59 8.34 1.21
H: 11.73 12.35 2.03
H: 12.01 12.15 0.36
H: 12.88 11.13 1.52

Per-record highest occupied orbital energy, hartree: -0.3334, -0.2526, -0.3101, -0.3464, -0.3439